1.
{
  "formula": "CH3N2OS",
  "method": "ωB97M-V with the def2-TZVPD basis set",
  "symbols": ["C", "N", "N", "O", "S", "H", "H", "H"],
  "xyz": [[1.02153, -0.34845, 0.07673], [-0.31480, -0.64512, -0.23578], [-1.23252, 0.16331, -0.22887], [-0.77359, 1.94698, -0.43152], [-2.75773, -0.26098, -0.01381], [1.11346, 0.69979, 0.27735], [1.08412, -0.83543, 1.06806], [1.85953, -0.72010, -0.51216]],
  "forces_ev_per_angstrom": [[0.38, 0.92, 1.84], [-0.81, -2.10, -1.05], [3.16, 4.46, -0.34], [-0.92, -3.91, 0.61], [-2.14, -0.05, -0.09], [0.34, 0.93, -0.21], [0.58, -0.01, -0.17], [-0.60, -0.24, -0.58]],
  "homo_lumo_gap_ev": [7.70, 7.70],
  "spin_multiplicity": 1,
  "total_charge": -1,
  "e_above_lowest_kj_mol": 275.2
}

=====

2.
{
  "formula": "C21H35B2FIN3O9PS",
  "method": "ωB97M-V with the def2-TZVPD basis set",
  "symbols": ["C", "O", "C", "C", "C", "C", "C", "C", "C", "B", "O", "O", "N", "C", "N", "P", "S", "N", "C", "F", "C", "C", "C", "I", "C", "C", "B", "O", "O", "H", "H", "H", "H", "H", "H", "H", "H", "H", "H", "H", "H", "H", "H", "H", "H", "H", "H", "H", "H", "H", "H", "H", "H", "H", "H", "H", "H", "H", "H", "H", "H", "H", "C", "C", "C", "O", "C", "C", "C", "O", "O", "O", "H", "H"],
  "xyz": [[7.46939, 0.15955, 0.28666], [7.65182, 1.51341, -0.04990], [6.98821, 2.42736, 0.81313], [5.77752, 3.09391, 0.14244], [4.76499, 2.02765, -0.25972], [3.48306, 2.60615, -0.88305], [2.56140, 1.41867, -1.26222], [1.13816, 1.87618, -1.58387], [0.08029, 0.73485, -1.72750], [0.77596, -0.69237, -1.99581], [1.22739, -0.94877, -3.27616], [0.99117, -1.67648, -1.05417], [-0.71337, 1.09130, -2.97179], [-1.79188, 0.19143, -3.04072], [-2.00269, -0.45723, -4.21276], [-1.10156, -0.33074, -5.65532], [-0.74427, -2.08198, -6.39043], [-2.69879, -0.04306, -2.05002], [-2.22459, 0.07478, -0.65404], [-3.17232, 0.90808, -0.05489], [-2.39566, -1.28802, 0.01982], [-2.04473, -2.51698, -0.86526], [-1.22803, -3.56798, -0.08703], [-2.43269, -5.15476, 0.67470], [-0.86896, 0.80787, -0.48935], [-0.12183, 0.50280, 0.81289], [-0.91252, 1.03308, 2.09253], [-0.41081, 2.12583, 2.84482], [-2.04344, 0.38228, 2.41669], [8.20996, -0.45654, -0.22744], [7.59474, -0.03106, 1.35852], [6.48836, -0.20972, -0.03647], [7.71583, 3.16815, 1.15518], [6.62441, 1.87927, 1.69248], [5.36637, 3.80476, 0.86404], [6.18044, 3.61566, -0.73049], [5.21547, 1.38108, -1.01785], [4.47926, 1.44036, 0.61822], [3.70992, 3.21150, -1.76197], [2.94330, 3.16444, -0.11104], [2.60787, 0.73921, -0.40784], [3.03667, 0.95634, -2.13604], [0.82422, 2.56770, -0.79541], [1.14967, 2.46606, -2.50620], [1.66660, -0.17910, -3.65211], [1.68057, -1.37041, -0.45312], [-1.13409, 1.99368, -2.71154], [-2.79035, -1.09426, -4.24715], [0.08110, 0.34237, -5.35765], [-1.80068, 0.47931, -6.56837], [-3.56532, 0.48785, -2.17613], [-1.89655, -1.38732, 0.97820], [-3.46107, -1.35635, 0.24927], [-1.57096, -2.27297, -1.82022], [-2.98123, -3.01781, -1.11810], [-0.45374, -3.98842, -0.72680], [-0.69063, -3.11969, 0.74638], [-1.13878, 1.87450, -0.42802], [0.00765, -0.57053, 0.97911], [0.88012, 0.93642, 0.84837], [-0.85909, 2.93025, 2.56115], [-2.73739, 1.02388, 2.62748], [-4.45434, -2.71136, 4.70442], [-4.27738, -1.63532, 3.82512], [-5.53748, -0.80854, 3.52456], [-5.46933, 0.21400, 2.81801], [-6.77341, -1.24567, 4.06769], [-6.97166, -2.33822, 4.94463], [-5.68599, -3.10629, 5.33272], [-5.70454, -4.02946, 6.14489], [-8.05081, -2.70904, 5.41122], [-3.22687, -1.27182, 3.26995], [-3.59976, -3.32789, 4.96580], [-7.63228, -0.65578, 3.76286]],
  "forces_ev_per_angstrom": [[-0.07, -0.49, -0.13], [0.16, 0.12, 0.01], [-0.42, -0.17, 0.24], [0.94, -0.72, 0.17], [-0.33, 0.93, -0.59], [-0.26, -1.17, 0.63], [0.56, 1.05, -0.34], [0.21, -0.41, 0.18], [0.01, 0.38, 0.31], [0.31, -0.10, -0.39], [0.30, -0.12, 0.34], [0.11, 0.42, -0.30], [-0.41, -0.38, 0.88], [-0.30, -0.37, -0.66], [0.03, 1.09, 0.02], [0.66, -1.60, -0.84], [-0.26, 0.18, -0.05], [0.66, 0.94, -0.15], [-0.31, -0.28, 1.17], [0.12, 0.23, -0.31], [-0.26, -0.76, -0.72], [-0.40, -0.37, 0.71], [0.63, 0.47, -0.56], [0.14, 0.09, 0.04], [0.56, 0.13, -0.44], [0.17, -0.42, 0.98], [0.06, -0.15, 0.38], [-0.25, 0.02, -0.85], [1.21, 2.31, -1.38], [0.10, 0.30, -0.10], [-0.09, 0.15, -0.01], [-0.03, 0.05, 0.19], [-0.02, 0.01, -0.10], [0.12, 0.11, 0.07], [-0.11, 0.09, -0.19], [-0.37, 0.19, -0.02], [0.10, -0.17, 0.25], [0.12, -0.11, -0.07], [-0.10, 0.21, 0.14], [0.16, 0.42, -0.24], [-0.23, -0.19, -0.18], [-0.18, -0.37, 0.15], [-0.08, -0.09, -0.01], [0.05, -0.14, -0.04], [-0.46, 0.09, -0.31], [-0.24, -0.25, 0.37], [0.07, 0.08, -0.28], [0.15, -0.20, 0.11], [-0.41, 0.46, 0.35], [-0.08, 0.32, 0.44], [-0.27, -0.46, 0.18], [-0.09, 0.43, 0.04], [0.07, 0.20, 0.18], [0.26, 0.04, 0.15], [0.02, 0.24, -0.35], [-0.23, -0.32, 0.03], [-0.26, -0.09, 0.16], [-0.22, -0.09, -0.21], [-0.04, 0.00, -0.30], [-0.07, 0.14, -0.36], [0.08, 0.14, 0.38], [-0.55, -0.87, 0.83], [0.14, -0.25, 0.11], [-0.46, 0.22, -0.10], [-0.71, 0.02, 0.21], [0.50, 0.02, -0.13], [-0.09, 0.29, -0.31], [0.29, -0.29, 0.17], [0.62, 0.07, -0.13], [-0.41, 0.00, 0.03], [-0.07, 0.13, -0.08], [-0.54, -1.40, 0.56], [0.08, 0.09, -0.05], [-0.10, -0.06, 0.14]],
  "homo_lumo_gap_ev": 1.71,
  "spin_multiplicity": 1,
  "total_charge": -1
}

=====

3.
{
  "formula": "C32H26AsO2PReS",
  "method": "ωB97M-V with the def2-TZVPD basis set",
  "symbols": ["Re", "O", "C", "O", "C", "P", "C", "C", "C", "C", "C", "C", "C", "C", "C", "C", "C", "C", "H", "H", "H", "H", "H", "H", "H", "H", "H", "H", "H", "H", "S", "C", "C", "C", "C", "C", "C", "As", "C", "C", "C", "C", "C", "C", "C", "C", "C", "C", "C", "C", "H", "H", "H", "H", "H", "H", "H", "H", "H", "H", "H", "H", "H", "H"],
  "xyz": [[0.18412, 0.56293, -0.02746], [3.86994, 0.10502, 1.63629], [2.71640, 0.33131, 1.59691], [2.04268, 0.64218, 0.42164], [1.81330, 0.32857, 2.80839], [0.05598, 0.28940, 2.32590], [-0.90096, 1.57069, 3.13057], [-2.10369, 1.38237, 3.80477], [-2.82092, 2.48782, 4.24787], [-2.35162, 3.77172, 4.01438], [-1.14727, 3.96298, 3.34423], [-0.43099, 2.86739, 2.90350], [-0.47772, -1.41176, 2.39002], [0.15284, -2.17173, 1.39127], [-0.14190, -3.51670, 1.23796], [-1.06689, -4.10829, 2.08784], [-1.68791, -3.36256, 3.08281], [-1.40099, -2.01165, 3.23946], [2.01748, 1.21672, 3.40835], [2.05748, -0.54314, 3.41077], [-2.50566, 0.39788, 3.98634], [-3.75173, 2.33799, 4.78019], [-2.92284, 4.62644, 4.35595], [-0.76815, 4.96178, 3.16909], [0.50796, 3.01708, 2.38643], [0.91676, -1.72992, 0.74186], [0.35651, -4.10031, 0.47435], [-1.29811, -5.15957, 1.97889], [-2.39643, -3.83619, 3.75084], [-1.87931, -1.46480, 4.03796], [-2.05684, 0.41402, -0.27034], [-2.76911, 2.03179, -0.22576], [-4.12899, 2.13181, 0.04275], [-4.70854, 3.39404, 0.11959], [-3.93856, 4.53159, -0.07222], [-2.57466, 4.42641, -0.34579], [-1.99963, 3.17616, -0.43289], [-0.15041, 2.86261, -0.78075], [0.05794, 2.41130, -2.62152], [1.36422, 2.20733, -3.07479], [1.56830, 1.82534, -4.39281], [0.48067, 1.64602, -5.23721], [-0.81710, 1.85251, -4.77935], [-1.03788, 2.22688, -3.46399], [0.83254, 4.45880, -0.49369], [1.67250, 4.66266, 0.59203], [2.27260, 5.90231, 0.75471], [2.03833, 6.91565, -0.16575], [1.21599, 6.69360, -1.26396], [0.60470, 5.46074, -1.43532], [-4.72273, 1.23876, 0.19926], [-5.76568, 3.48398, 0.33476], [-4.39785, 5.51053, -0.01184], [-1.97700, 5.31662, -0.48866], [2.21303, 2.36413, -2.41853], [2.57427, 1.67099, -4.75984], [0.64424, 1.34166, -6.26261], [-1.65598, 1.72174, -5.45034], [-2.04660, 2.39456, -3.10924], [1.90397, 3.86396, 1.28508], [2.92760, 6.07377, 1.59900], [2.51176, 7.88003, -0.03507], [1.05837, 7.47653, -1.99449], [-0.02473, 5.28585, -2.29784]],
  "forces_ev_per_angstrom": [[0.30, -0.18, -0.22], [0.34, -0.02, -0.21], [-0.14, 0.11, -0.30], [-0.19, -0.14, 0.27], [-0.27, 0.12, 0.18], [-0.38, 0.32, -0.43], [-0.06, -0.05, 0.05], [-0.08, 0.01, -0.02], [0.00, -0.03, 0.00], [-0.01, 0.01, -0.01], [-0.04, 0.01, 0.03], [0.07, -0.03, 0.11], [-0.02, -0.13, 0.10], [-0.18, 0.00, -0.05], [0.04, 0.03, -0.05], [-0.05, 0.00, 0.06], [0.02, 0.00, -0.04], [0.07, -0.11, 0.02], [0.04, 0.04, 0.02], [0.00, -0.03, 0.15], [0.01, 0.00, -0.03], [0.04, 0.01, -0.02], [0.04, -0.05, 0.01], [-0.01, -0.01, 0.00], [-0.03, 0.02, 0.01], [0.07, -0.08, 0.02], [-0.04, 0.03, 0.02], [0.00, 0.02, 0.01], [0.03, 0.02, -0.04], [0.04, 0.00, -0.01], [0.58, 0.02, 0.48], [-0.28, -0.03, -0.05], [0.00, 0.04, 0.00], [0.02, -0.03, 0.00], [0.02, 0.05, 0.00], [-0.20, 0.09, -0.01], [0.04, -0.05, 0.02], [-0.17, -0.12, 0.16], [-0.03, -0.03, -0.15], [-0.10, -0.06, -0.06], [0.01, -0.04, 0.00], [-0.01, 0.00, 0.00], [0.02, -0.03, -0.01], [0.12, 0.01, -0.06], [0.02, 0.02, 0.06], [0.12, 0.05, -0.03], [0.02, 0.03, 0.04], [-0.01, -0.01, -0.01], [0.02, 0.02, -0.01], [0.14, 0.13, 0.12], [0.03, 0.05, -0.02], [0.04, 0.00, -0.02], [0.02, -0.04, 0.01], [0.01, 0.04, 0.01], [0.03, 0.02, 0.02], [-0.02, 0.00, 0.01], [0.00, 0.03, 0.00], [0.02, 0.00, 0.01], [-0.03, 0.00, 0.03], [-0.02, 0.03, -0.03], [0.02, 0.00, -0.04], [-0.01, -0.02, -0.01], [-0.01, -0.01, 0.03], [-0.03, -0.02, -0.06]],
  "homo_lumo_gap_ev": [6.66, 6.89],
  "spin_multiplicity": 2,
  "total_charge": 2,
  "e_above_lowest_kj_mol": 27.8
}

=====

Number 1: maximum force 5.47 eV Å⁻¹. Number 2: maximum force 2.95 eV Å⁻¹. Number 3: maximum force 0.76 eV Å⁻¹.